Entry 1:
ORCA calculation (ωB97M-V/def2-TZVPD) on 7 unconnected molecules or ions with the total composition C12H38N2O7.

Structure (XYZ):
```
59
Properties=species:S:1:pos:R:3:forces:R:3:nbo_charge:R:1
C -0.55961 1.37859 3.17064 0.24 -0.61 -0.19 -0.65
C -0.74761 2.15259 1.88764 -1.73 0.78 0.17 -0.07
O 0.40939 2.64459 1.24664 1.28 0.79 0.63 -0.75
H 0.17839 1.89159 3.75364 0.60 0.08 0.52 0.21
H -0.21261 0.38259 2.89164 0.18 -0.07 0.41 0.21
H -1.43361 1.24459 3.82864 -0.05 0.31 -0.69 0.22
H -1.29461 3.06659 2.07864 -0.89 -0.25 0.08 0.17
H -1.28061 1.54359 1.14964 -0.06 0.31 0.06 0.19
H 0.55539 3.56659 1.53964 0.05 -0.97 -0.39 0.49
C -2.66361 -1.91341 -3.03936 -0.73 -1.99 -0.59 -0.65
C -1.95161 -2.10541 -4.39036 -1.96 0.30 0.06 -0.07
O -0.94261 -1.14041 -4.61336 0.54 0.55 0.03 -0.74
H -2.85461 -0.90141 -2.75936 -0.04 0.84 -0.07 0.23
H -2.14461 -2.39941 -2.24436 0.70 -0.15 0.71 0.20
H -3.63161 -2.48141 -3.07636 0.60 0.63 -0.10 0.21
H -2.71461 -1.84041 -5.11636 -0.31 -0.60 -0.47 0.16
H -1.67561 -3.18741 -4.56536 0.40 1.47 0.20 0.19
H -1.39061 -0.26141 -4.68936 0.59 -1.10 0.18 0.49
C 4.10939 -1.33941 -0.72036 1.17 -1.15 -0.10 -0.64
C 4.26639 0.00659 -1.33036 -0.64 -0.59 -2.30 -0.07
O 3.62939 0.91459 -0.47936 0.47 1.29 -0.42 -0.74
H 4.45039 -1.28541 0.29564 0.73 -0.26 0.58 0.22
H 4.71139 -2.07641 -1.30436 -0.51 0.36 0.65 0.23
H 3.09939 -1.70841 -0.58736 -0.49 0.10 -0.54 0.21
H 3.70239 -0.02341 -2.29236 0.38 0.22 0.25 0.16
H 5.31439 0.24659 -1.62736 -0.54 0.01 0.74 0.18
H 3.38039 1.68659 -1.01836 0.04 -0.21 0.68 0.50
C 2.60139 -1.26341 2.91664 -0.19 0.66 1.10 -0.63
C 2.50339 0.26759 2.70464 0.80 -2.08 -1.29 -0.05
O 3.76939 0.70959 2.21164 0.07 0.81 1.32 -0.76
H 2.97339 -1.78241 2.06064 0.02 -0.12 -0.89 0.20
H 1.62139 -1.64241 3.14364 -0.51 -0.39 0.04 0.21
H 3.26939 -1.58241 3.72664 -0.06 0.55 0.06 0.20
H 2.11739 0.75459 3.59964 0.87 0.36 0.05 0.18
H 1.74339 0.44059 1.94564 -0.10 0.09 -0.02 0.14
H 3.88739 0.52759 1.27064 -0.56 0.24 0.28 0.49
C -3.98061 1.02659 -0.11136 -1.55 1.10 0.15 -0.62
C -4.35561 1.79259 1.14964 -0.10 -1.43 0.50 -0.05
O -3.61361 2.95659 1.23064 0.47 1.87 -0.47 -0.73
H -4.23061 1.63759 -0.99236 0.50 -0.28 0.18 0.22
H -4.55161 0.12859 -0.16236 -0.94 -0.69 -0.02 0.20
H -2.99861 0.66059 -0.09836 1.71 0.21 -0.24 0.23
H -4.06861 1.21659 2.02364 -0.15 -0.73 0.28 0.14
H -5.44061 1.92559 1.23264 0.01 0.33 -0.27 0.15
H -3.83761 3.49459 1.99964 -0.19 -0.34 -0.15 0.47
C 0.21739 0.42059 -1.48036 -6.75 4.54 -0.38 0.75
O -0.95261 1.08659 -1.69536 4.51 -2.64 0.96 -0.78
N 0.93539 0.63759 -0.42736 1.39 1.20 3.47 -0.88
N 0.61239 -0.45741 -2.31136 1.17 -3.61 -3.22 -0.82
H 0.62139 1.39559 0.21364 0.74 -0.54 -0.89 0.45
H 1.82839 0.17359 -0.19336 -0.77 0.80 -0.73 0.42
H -0.09361 -0.80741 -2.94036 0.10 0.14 -0.61 0.43
H 1.39639 -1.08541 -2.17836 -0.15 0.37 0.31 0.38
C -1.06261 -1.95041 0.58664 1.70 -1.14 -1.51 -0.26
O 0.37139 -1.81841 0.72864 -0.73 -0.61 0.39 -0.77
H -1.36461 -1.43241 -0.32436 -0.15 -0.50 -0.40 0.18
H -1.60461 -1.43541 1.32164 -0.65 0.36 1.70 0.16
H -1.23961 -3.05941 0.56464 -0.32 1.22 0.00 0.18
H 0.61739 -0.99841 0.29564 -0.23 0.17 0.22 0.47
```
Forces are in eV/Å.

Its SMILES is NC(N)=O.CCO.CCO.CCO.CCO.CCO.CO. Its gap between HOMO and LUMO is 9.6 eV. Its highest occupied orbital energy is -9.01 eV. The total energy comes out at -1116.0824 a.u. For the lowest unoccupied orbital energy, the calculation gives 0.5523 eV.



Entry 2:
ORCA calculation (ωB97M-V/def2-TZVPD) on 6 unconnected molecules or ions with the total composition C12H38N3O5.

Structure (XYZ):
```
58
Properties=species:S:1:pos:R:3:forces:R:3:nbo_charge:R:1
N -0.90082 0.81301 0.23961 -0.14 -0.59 0.78 -1.01
H -1.69579 1.41344 -0.10853 -0.53 -0.18 -0.18 0.48
H -1.36238 0.34580 1.06790 -0.55 0.13 -0.04 0.47
H -0.00717 1.27305 0.53044 -0.67 -0.03 -0.24 0.43
H -0.70135 0.01359 -0.39659 -0.15 0.65 0.03 0.43
C -3.98176 3.34068 -2.46650 0.07 -0.07 -0.54 -0.63
C -2.93108 2.70072 -1.55160 0.22 -0.93 0.68 -0.03
O -3.43674 1.80442 -0.65460 0.83 0.51 -0.31 -0.93
H -3.63773 4.27474 -2.93216 0.03 -0.04 0.00 0.17
H -4.93545 3.52443 -1.96904 0.18 0.04 0.34 0.20
H -4.19582 2.62549 -3.26878 -0.10 0.09 -0.03 0.18
H -2.27476 3.47739 -1.07000 -0.35 0.32 -0.08 0.07
H -2.18758 2.17489 -2.22564 -0.08 0.34 -0.34 0.05
C -1.86650 -2.77992 2.76181 -0.16 -0.27 0.24 -0.64
C -1.85908 -1.25080 2.83520 0.80 1.24 -0.10 -0.02
O -2.71790 -0.54206 2.08021 0.61 -0.35 0.02 -0.92
H -1.37931 -3.18178 1.86539 -0.03 0.20 -0.07 0.17
H -2.88847 -3.17065 2.77070 -0.01 0.10 0.07 0.20
H -1.33760 -3.17045 3.64164 0.01 -0.16 -0.08 0.17
H -0.79085 -0.95086 2.62347 0.31 -0.35 -0.25 0.04
H -1.83033 -0.95520 3.92441 -0.67 -0.35 0.31 0.05
O -0.15874 1.62936 3.70928 -0.07 0.00 0.37 -0.97
H -0.49253 2.44118 4.10268 -0.10 -0.05 -0.06 0.47
H -0.89993 1.00500 3.75735 0.01 -0.03 -0.27 0.51
C -1.42661 -1.09896 -3.69350 -0.15 0.31 0.09 -0.62
C -0.11991 -0.86383 -2.95657 0.44 -1.11 0.00 -0.08
C 0.36196 0.56466 -3.06566 -0.25 0.84 -0.51 -0.08
O 1.63150 0.88083 -2.50644 -0.24 -0.10 0.41 -0.54
C 2.65348 -0.06627 -2.67810 -0.32 0.08 -0.20 -0.24
N -0.21789 -1.33544 -1.54651 0.70 -1.05 -0.33 -0.84
H -1.34119 -0.84722 -4.75167 -0.02 0.25 0.07 0.21
H -2.21149 -0.50631 -3.21602 -0.10 0.00 -0.18 0.25
H -1.72476 -2.14834 -3.66599 0.10 -0.03 0.21 0.20
H 0.65220 -1.48335 -3.43384 -0.15 0.02 -0.26 0.16
H -0.35470 1.26988 -2.63593 0.09 -0.18 0.31 0.22
H 0.37658 0.84554 -4.13093 0.09 -0.31 -0.08 0.16
H 2.33802 -1.04005 -2.30292 0.33 -0.15 0.16 0.15
H 3.50644 0.30117 -2.11477 0.09 -0.10 0.04 0.19
H 2.94498 -0.19362 -3.72839 -0.02 0.07 -0.08 0.16
H -0.83081 -2.15023 -1.47729 -0.62 0.56 -0.21 0.37
H 0.65629 -1.84059 -1.37914 0.15 0.65 0.41 0.35
C 3.71260 0.77720 2.16382 -0.06 -0.14 0.54 -0.63
C 2.48924 0.51621 1.27746 0.93 1.04 -0.35 -0.07
C 1.83417 -0.78202 1.69027 -0.60 0.66 -0.18 -0.08
O 2.79032 -1.80040 1.55723 0.26 -0.32 0.52 -0.55
C 2.24167 -3.08656 1.79933 -0.28 0.57 -1.07 -0.24
N 1.59122 1.68629 1.34916 0.15 0.03 0.48 -0.84
H 3.30584 1.03386 3.14984 0.16 -0.13 0.08 0.20
H 4.32448 1.63256 1.87026 -0.14 -0.01 -0.35 0.20
H 4.36303 -0.08933 2.28639 -0.05 -0.01 -0.13 0.22
H 2.78165 0.44879 0.22535 0.09 -0.19 0.03 0.19
H 0.96283 -1.01118 1.06829 -0.06 0.10 -0.07 0.18
H 1.45015 -0.63636 2.71032 0.16 -0.45 0.13 0.18
H 1.65410 -3.36843 0.91236 -0.07 -0.17 0.12 0.16
H 1.54424 -3.07506 2.63743 0.28 -0.20 0.31 0.19
H 3.07678 -3.77632 1.87138 -0.07 -0.11 0.40 0.18
H 1.33127 1.86314 2.32185 -0.35 -0.45 -0.13 0.39
H 2.12202 2.52425 1.12628 0.06 -0.20 -0.45 0.36
```
Forces are in eV/Å.

Its gap between HOMO and LUMO is 5.4 eV. Its highest occupied orbital energy is -2.96 eV. The total energy comes out at -1020.3646 a.u. The charge is -1. For the lowest unoccupied orbital energy, the calculation gives 2.4756 eV.



Entry 3:
ORCA calculation (ωB97M-V/def2-TZVPD) on a molecular structure, C12H38O22Zn2.

Structure (XYZ):
```
74
Properties=species:S:1:pos:R:3:forces:R:3:lowdin_charge:R:1
Zn 2.33651 -4.12260 -0.62701 0.65 0.95 -0.60 0.59
Zn 2.81547 1.01547 -1.58174 0.47 -1.64 2.86 0.77
C -4.03820 -1.00131 1.71909 0.03 -0.12 0.57 -0.02
C -5.13570 -0.02428 1.97765 -1.92 -0.40 -0.55 -0.74
O -6.10885 -0.30061 2.73705 0.79 0.04 0.14 -0.03
O -5.13727 1.01319 1.29027 0.14 0.66 0.05 0.09
H -3.66107 -0.85524 0.70689 0.19 -0.06 0.15 0.07
H -4.45220 -1.99711 1.87746 0.16 -0.15 -0.05 0.07
H -3.29718 -0.76184 2.48175 0.48 -0.30 -0.28 0.07
C -0.52001 -0.85853 -0.11284 -0.42 1.23 0.92 0.02
C 0.90094 -1.29600 -0.28632 -0.80 1.10 -0.96 -0.65
O 1.75011 -0.43748 -0.63633 -0.11 -0.55 0.06 -0.06
O 1.07643 -2.52916 -0.24891 0.67 -1.99 0.34 -0.20
H -0.50804 0.13533 0.33461 -0.08 0.36 -0.28 0.09
H -1.16938 -1.39080 0.58222 0.43 -0.62 -0.13 0.08
H -0.98726 -0.85025 -1.09758 -0.02 0.11 -0.08 0.07
C -1.93387 2.27750 -1.69792 -0.07 0.56 1.15 -0.01
C -3.28739 2.52566 -0.96558 0.31 -0.84 0.54 -0.72
O -4.30743 1.97223 -1.38976 -1.05 -1.09 -2.02 0.00
O -3.36869 3.09931 0.12387 1.43 1.42 0.55 0.03
H -1.77693 2.97493 -2.52075 -0.29 -0.20 -0.37 0.07
H -1.85303 1.22615 -1.97401 -0.16 0.19 -0.40 0.04
H -1.14941 2.48914 -0.97132 0.10 -0.06 0.17 0.05
C -0.38590 5.05360 0.53295 0.50 1.21 0.21 -0.02
C -0.34640 3.96519 1.53625 -2.07 0.65 2.94 -0.77
O 0.12643 2.87826 1.27666 2.53 -2.85 -2.21 0.01
O -0.86535 4.10128 2.67949 0.24 1.41 -0.49 0.04
H 0.63640 5.19751 0.18323 0.04 -0.37 -0.76 0.06
H -0.56096 6.00589 1.03355 -0.68 0.00 -0.04 0.07
H -1.13176 4.81826 -0.22625 0.21 0.19 -0.08 0.07
C 6.59547 0.88176 0.18271 0.86 -0.65 0.01 -0.02
C 5.65834 -0.18160 -0.35813 3.33 -3.20 -0.54 -0.75
O 4.46131 0.05555 -0.43838 -4.03 2.08 -1.15 -0.07
O 6.14751 -1.31032 -0.68732 -0.17 1.92 0.36 -0.07
H 7.53719 0.36738 0.37421 0.03 0.10 0.22 0.06
H 6.23864 1.32985 1.11007 -0.15 0.21 -0.26 0.07
H 6.83698 1.59867 -0.60203 -0.35 0.37 0.11 0.06
C 0.13195 -2.15992 3.78828 0.23 -0.79 -0.91 -0.04
C 0.17908 -0.70345 4.13005 0.62 1.24 0.24 -0.74
O 0.31144 0.15576 3.19769 0.04 -1.08 0.58 0.01
O 0.19434 -0.42811 5.34550 -0.23 0.31 0.13 -0.03
H 0.66268 -2.27292 2.84294 -0.11 -0.29 -0.20 0.05
H -0.88270 -2.54658 3.69301 -0.14 0.15 -0.04 0.06
H 0.65307 -2.75575 4.53763 -0.04 0.14 0.15 0.07
O 3.21352 -0.19172 -3.17632 0.42 0.18 -0.75 0.00
H 4.04613 -0.65981 -3.23866 0.55 -0.24 0.53 0.09
H 2.61190 -0.69847 -3.72175 -0.57 0.00 0.09 0.08
O -0.64689 -0.06124 -4.06039 0.60 0.78 0.04 -0.03
H -0.80028 -0.99918 -3.94653 -0.36 -0.84 0.52 0.00
H -0.21037 0.00923 -4.90935 -0.04 0.11 -0.30 0.04
O -0.84841 -2.82654 -3.10851 0.38 0.51 -1.06 -0.06
H 0.07033 -3.08791 -3.17039 0.31 -0.13 0.07 0.03
H -1.13331 -3.15134 -2.25436 -0.52 -0.17 0.50 -0.02
O 3.25049 -1.16381 2.11258 0.32 -0.41 0.29 -0.06
H 3.24284 -0.99763 1.16995 0.13 0.19 -0.49 -0.02
H 2.59853 -0.55981 2.46805 -0.55 0.30 0.22 0.01
O -2.22255 1.59357 2.44916 0.26 -0.68 0.25 -0.05
H -2.94594 1.55037 3.07452 -0.20 0.17 0.08 0.04
H -2.64042 1.79776 1.61255 -0.39 0.47 -0.33 -0.01
O -2.09458 -3.85896 -0.99061 0.04 -0.33 0.17 -0.03
H -1.57541 -3.82577 -0.18712 0.26 0.32 0.28 0.03
H -2.95375 -4.17268 -0.70840 -0.35 0.08 -0.09 0.07
O 0.97415 -5.38914 0.26964 -0.55 -0.32 0.34 -0.17
H 0.27413 -5.02630 0.81237 -0.32 0.57 0.43 0.05
H 0.83842 -6.33603 0.30434 0.27 -0.52 -0.21 0.06
O 2.60131 2.25879 0.04584 1.14 0.21 -0.98 -0.02
H 3.22447 2.61035 0.68169 0.40 -0.26 0.04 0.09
H 1.74196 2.44099 0.42602 -2.09 0.23 0.70 0.02
O -4.04467 -0.43679 -2.95994 0.06 -0.85 -0.70 -0.07
H -3.39978 -0.94129 -2.46413 0.11 -0.12 0.13 0.00
H -4.13009 0.38475 -2.47620 -0.26 1.07 0.67 -0.02
O 1.20476 1.68407 -2.49524 0.15 0.88 -0.58 -0.01
H 0.89071 2.57592 -2.64428 -0.04 0.41 0.28 0.09
H 0.47714 1.12481 -2.76731 -0.75 -0.96 -0.18 0.04
```
Forces are in eV/Å.

Its gap between HOMO and LUMO is 1.7 eV. Its highest occupied orbital energy is -1.91 eV. The total energy comes out at -5693.8484 a.u. The charge is -2. For the lowest unoccupied orbital energy, the calculation gives -0.2518 eV.



Entry 4:
ORCA calculation (ωB97M-V/def2-TZVPD) on a molecular structure, C12H39AgBF4N9O7.

Structure (XYZ):
```
73
Properties=species:S:1:pos:R:3:forces:R:3:lowdin_charge:R:1
Ag 0.10278 2.49980 -1.00718 -0.42 0.29 -0.41 0.82
B -0.80923 -0.12138 -0.49693 -0.32 -0.78 0.20 -1.30
F -1.51912 1.03076 -0.08502 0.06 -0.11 -0.14 0.07
F 0.57193 0.11062 -0.41087 0.56 0.68 0.39 0.08
F -1.19200 -1.17293 0.32383 0.12 0.07 -0.33 0.16
F -1.01294 -0.39082 -1.87342 -0.56 0.03 0.23 0.09
C 2.88448 -0.83080 1.61932 -0.19 0.63 0.17 -0.06
C 3.22581 -1.44906 2.96389 -0.73 -1.10 0.13 -0.42
C 4.00073 -0.49634 3.83836 0.89 -0.49 0.06 -0.21
O 5.14032 -0.00355 3.12758 -0.60 0.31 0.22 -0.19
C 5.73419 1.06443 3.83119 0.72 -0.40 -0.59 -0.12
N 2.02725 -1.95629 3.70004 -0.01 1.15 -0.26 0.05
H 3.77239 -0.52810 1.06506 0.07 -0.17 -0.01 0.07
H 2.30917 0.08738 1.81252 -0.02 -0.08 -0.08 0.07
H 2.25663 -1.46814 0.99731 0.10 -0.16 0.08 0.06
H 3.77995 -2.38683 2.85582 0.58 0.42 -0.44 0.14
H 4.38807 -1.05380 4.70097 -0.28 0.15 0.21 0.13
H 3.38996 0.34081 4.19732 -0.18 0.02 -0.14 0.11
H 5.14549 1.98543 3.79019 -0.24 -0.07 0.18 0.08
H 6.68103 1.25851 3.31990 -0.04 0.08 0.14 0.09
H 5.95969 0.76793 4.85922 -0.10 0.19 0.14 0.09
H 1.57595 -1.16891 4.17427 0.07 -0.23 0.04 0.03
H 1.34150 -2.16671 2.97751 0.00 -0.36 0.16 0.07
C -1.84003 -4.94528 -2.54701 -0.08 -0.81 0.69 -0.09
C -2.14115 -3.62964 -3.22995 -0.99 -0.49 0.50 -0.32
O -1.05303 -2.73014 -3.24760 0.09 0.07 0.05 -0.09
H -2.64351 -5.68458 -2.65679 -0.06 0.24 -0.61 0.07
H -1.81133 -4.89439 -1.45229 0.53 0.50 -0.13 0.08
H -0.92532 -5.40955 -2.91751 0.05 0.12 0.05 0.08
H -2.97930 -3.17568 -2.68673 -0.03 0.07 -0.19 0.10
H -2.50822 -3.85418 -4.23546 0.31 0.32 -0.17 0.11
H -1.26556 -2.01466 -2.63201 0.14 -0.08 -0.21 0.04
C -4.91817 0.37975 -0.50704 -0.28 0.34 -0.08 -0.08
C -4.39777 -1.03583 -0.59048 0.51 -0.19 -0.39 -0.33
O -3.99394 -1.50219 0.67864 -0.34 -0.25 0.28 -0.07
H -4.11788 1.06622 -0.22312 0.04 -0.04 -0.07 0.05
H -5.70478 0.45001 0.24699 0.03 -0.11 0.05 0.07
H -5.35143 0.72991 -1.44842 0.14 -0.08 -0.05 0.08
H -3.56274 -1.12295 -1.29972 0.03 0.31 0.06 0.09
H -5.13901 -1.72367 -1.00597 -0.24 0.05 0.38 0.11
H -3.08085 -1.24586 0.84702 0.05 -0.07 -0.21 0.05
C -0.35460 1.95448 -4.22047 0.23 -1.24 -0.88 -0.64
O -0.82066 2.38769 -3.16970 0.13 0.48 0.23 -0.03
N -0.36039 2.67882 -5.37911 -0.07 0.33 0.51 0.16
N 0.11652 0.67879 -4.35413 -0.18 1.24 0.36 0.19
H -0.65313 3.63403 -5.28714 0.11 0.08 -0.15 0.10
H 0.14883 2.39082 -6.19412 -0.10 0.01 -0.01 0.10
H -0.05551 0.07166 -3.56893 0.24 -0.35 -0.14 0.08
H 0.62024 0.42884 -5.18362 -0.10 -0.50 0.15 0.11
C 0.11944 1.20558 3.90544 -0.14 0.09 0.11 -0.67
O -0.05779 0.14437 4.47533 0.06 0.12 0.10 0.03
N 0.93887 2.18805 4.40098 -0.03 -0.11 -0.35 0.15
N -0.53260 1.52251 2.74126 0.13 -0.09 0.85 0.17
H 0.97186 3.09154 3.96898 0.15 0.04 0.12 0.09
H 1.55123 1.96092 5.16095 -0.04 0.04 0.06 0.10
H -0.18540 2.23999 2.13704 -0.28 -0.08 -0.26 0.08
H -1.24137 0.85664 2.49100 0.10 0.09 -0.61 0.10
C -2.71937 4.61679 -0.26583 0.24 -0.54 -0.03 -0.65
O -1.92582 3.81056 -0.74477 0.48 0.26 0.20 -0.03
N -3.71417 4.21105 0.56643 0.08 0.56 -0.25 0.18
N -2.64411 5.95618 -0.51496 -0.39 -0.10 0.29 0.16
H -4.40342 4.86891 0.87898 -0.06 -0.21 0.27 0.10
H -3.69514 3.27039 0.91521 -0.12 -0.08 -0.13 0.11
H -1.95728 6.28605 -1.16594 -0.08 -0.10 -0.17 0.11
H -3.45528 6.51842 -0.32946 0.17 0.25 -0.07 0.10
C 2.73188 -3.08968 -1.52643 -0.39 0.12 -0.61 -0.68
O 2.68871 -4.30506 -1.47852 0.11 -0.09 0.12 0.03
N 3.91714 -2.40296 -1.50551 0.25 -0.15 0.23 0.14
N 1.61975 -2.31753 -1.71330 -0.39 0.17 -0.09 0.17
H 4.00339 -1.41295 -1.62413 -0.11 0.01 0.02 0.09
H 4.73993 -2.95963 -1.36973 0.04 0.07 0.05 0.10
H 1.55562 -1.33709 -1.51097 0.38 0.03 0.12 0.06
H 0.73263 -2.75745 -1.90826 0.22 -0.33 0.04 0.08
```
Forces are in eV/Å.

Its gap between HOMO and LUMO is 7.4 eV. Its highest occupied orbital energy is -8.55 eV. The total energy comes out at -2071.7408 a.u. For the lowest unoccupied orbital energy, the calculation gives -1.1658 eV.